75
Properties=species:S:1:pos:R:3:mulliken_charge:R:1 method="wB97M-V/def2-TZVPD" charge=-1 lumo_ev=2.70 e_tot_ev=-60159.5628 gap_ev=8.0
H -1.05 -1.57 -3.91 0.40
N 1.79 1.63 -1.24 -0.27
N -1.16 1.20 -0.52 0.13
H -0.29 -1.93 8.49 0.22
H -0.58 -0.08 -2.12 -0.43
C 2.61 1.85 -3.26 -0.38
H -2.97 2.93 0.02 0.45
H -2.21 -0.28 4.54 0.50
C 0.76 -2.63 -2.11 -0.37
H -1.89 -1.14 6.86 0.27
H -1.36 1.46 0.44 -0.23
C 0.22 -0.83 6.85 1.14
H 1.53 3.72 -3.74 0.45
H -4.56 -3.55 1.13 0.38
H -4.22 2.27 -3.59 0.22
H -2.03 3.46 -3.41 0.49
H 2.29 -0.36 6.54 0.26
C -1.05 -0.79 6.28 -0.78
S -0.37 0.65 2.53 1.64
N 0.39 -1.27 8.16 -0.60
C 1.77 2.92 -3.06 -1.02
C -0.15 0.12 4.25 -0.90
H 3.12 -0.84 2.59 0.64
C 5.05 -0.27 0.05 -0.20
C -1.62 -0.64 -3.92 -1.66
C -3.46 -2.12 2.34 -0.01
C 1.11 0.12 4.81 -0.37
H -3.67 2.85 -5.16 0.43
H -1.74 -0.31 -4.95 0.33
N 2.47 -1.37 -2.25 -0.01
C -2.07 2.43 -3.77 -0.97
N 2.93 -0.54 0.53 -0.33
H -0.20 -2.96 -1.76 0.44
C 1.30 -0.36 6.10 -0.86
O 0.83 1.37 2.17 -0.88
H -4.17 -2.09 3.16 0.40
O -1.59 1.43 2.47 -0.89
C 3.62 -0.64 1.66 -0.40
C -1.48 -1.38 1.49 0.04
N 2.60 1.11 -2.14 0.17
H 0.04 0.70 -3.58 0.08
H 1.51 -4.19 -3.53 0.40
C 4.99 -0.48 1.41 -1.16
C -1.81 1.84 -1.39 0.97
N -1.69 1.52 -2.72 0.91
H 1.94 0.49 4.23 0.59
B 3.39 -0.20 -1.91 -0.04
H 1.34 -1.53 8.40 0.22
C -0.87 0.38 -3.06 0.55
H -3.52 1.14 -4.74 0.24
H 0.60 3.34 -1.20 0.67
H 3.63 -2.48 -3.62 0.43
N -2.41 -1.35 2.48 -0.23
C -3.46 2.15 -4.36 -1.13
H -2.75 -3.47 -0.64 0.37
Li 0.89 0.21 0.29 1.44
C -2.77 2.97 -1.05 -1.83
C -3.68 -2.93 1.23 -1.23
H 3.22 1.58 -4.10 0.49
H 5.90 -0.10 -0.58 0.44
C 2.72 -2.41 -3.06 -0.32
N 3.80 -0.31 -0.44 0.16
H -3.71 2.89 -1.58 0.26
H 4.35 -0.21 -2.61 -0.17
C -1.24 -0.31 4.99 -0.40
H -1.32 2.34 -4.57 0.42
N 1.28 -1.50 -1.68 0.56
N -1.60 -2.15 0.39 -0.23
H -2.59 -0.84 -3.48 0.38
C 1.28 2.72 -1.76 -0.50
C -2.68 -2.88 0.27 0.14
H 5.80 -0.52 2.12 0.39
C 1.64 -3.26 -3.01 -1.17
H -2.31 3.93 -1.28 0.31
N -0.39 -0.65 1.60 -0.47

252
Properties=species:S:1:pos:R:3:mulliken_charge:R:1 method="wB97M-V/def2-TZVPD" lumo_ev=0.45 e_tot_ev=-111716.2374 gap_ev=8.6 smiles=CC1(C)CCCC(C)(C)N1O.CC1(C)CCCC(C)(C)N1O.CC1(C)CCCC(C)(C)N1O.CC1(C)CCCC(C)(C)N1O.CC1(C)CCCC(C)(C)N1O.CC1(C)CCCC(C)(C)N1O.CC1(C)CCCC(C)(C)N1O.CC1(C)CCCC(C)(C)N1O.CO.CO
H 6.56 -27.61 -14.08 0.31
H 0.49 -28.78 -11.14 0.44
H 1.21 -32.71 -18.02 0.69
H 0.77 -27.31 -12.15 0.50
N -1.84 -28.86 -21.02 0.60
C -1.20 -28.83 -22.31 1.55
O 4.12 -22.05 -13.73 -0.53
H -4.14 -28.18 -23.94 0.44
H -2.40 -27.87 -8.22 0.40
C 0.88 -27.74 -11.12 -2.45
H 5.95 -32.17 -16.60 0.52
H -3.37 -19.57 -17.99 0.20
H 0.63 -23.31 -16.38 -0.12
C 7.40 -25.22 -18.31 1.75
H 1.04 -19.48 -18.23 0.20
H -4.29 -27.52 -21.62 0.36
H 3.54 -31.12 -11.50 0.34
H 0.77 -25.22 -11.52 0.10
H 4.62 -25.69 -16.61 -0.72
C 2.43 -19.70 -16.36 1.78
H -1.18 -31.09 -22.54 0.33
H 1.51 -32.39 -20.49 0.64
H -2.62 -25.46 -18.68 0.50
C 3.76 -30.53 -18.61 -0.88
H -5.02 -29.17 -21.92 0.34
H -2.74 -26.36 -7.29 0.47
H 0.14 -24.57 -10.03 0.30
H -0.40 -26.33 -13.72 -0.37
H -3.48 -22.38 -17.59 -0.23
H 2.04 -31.55 -16.79 -0.16
C 0.27 -20.49 -15.19 2.11
H 8.67 -23.60 -19.09 0.43
C 2.82 -31.73 -18.86 2.52
H -5.08 -21.00 -20.99 0.37
H 1.71 -26.16 -13.98 -0.35
H -6.35 -20.99 -15.20 0.49
H 5.42 -35.18 -18.84 0.34
C 5.93 -27.46 -11.97 2.47
O 6.00 -23.54 -19.36 -0.50
H 2.94 -31.52 -21.06 0.41
C -1.39 -26.77 -10.54 -0.68
N 0.35 -25.09 -16.90 0.76
C -4.10 -28.58 -21.83 -1.08
H -3.31 -27.78 -19.19 -0.15
C 5.09 -22.83 -12.98 -0.54
H 0.96 -30.96 -18.04 -0.43
O -6.63 -22.36 -19.40 -0.53
H 1.20 -24.46 -14.37 -0.11
H -0.20 -26.89 -21.72 -0.02
H 6.83 -31.35 -12.56 0.45
H 1.63 -30.68 -20.26 -0.04
H -1.40 -25.28 -14.79 0.09
H 0.87 -25.28 -7.16 0.22
C -0.53 -25.47 -18.04 2.36
N 0.12 -27.40 -8.84 0.19
C 1.58 -25.43 -14.72 -0.32
C 7.17 -26.78 -11.45 -2.06
H 2.37 -33.53 -12.21 0.21
C -0.06 -21.49 -14.05 -1.89
H -3.32 -29.74 -23.58 0.25
H -0.88 -28.67 -6.89 0.50
H -1.81 -27.74 -10.74 0.46
H -2.82 -31.38 -20.26 0.41
H 4.45 -30.50 -19.46 0.54
H 0.45 -27.76 -6.05 0.39
H 5.27 -27.51 -19.79 0.65
H 0.36 -28.85 -17.58 -1.28
H 4.27 -19.97 -15.30 0.42
H -0.05 -22.45 -14.47 0.06
H 0.32 -30.37 -22.46 0.44
O 2.05 -21.97 -15.76 1.06
H 8.07 -27.26 -11.85 0.43
H 2.72 -19.02 -18.41 0.48
H 0.52 -27.86 -23.10 0.55
C 0.69 -25.44 -10.41 -1.23
C -3.48 -28.70 -23.26 -0.60
C 5.63 -27.27 -13.52 -0.87
C -3.20 -29.27 -20.83 0.65
H 1.14 -28.00 -15.49 0.50
H 9.47 -25.02 -18.51 0.41
H 2.47 -25.20 -15.25 -0.71
C 1.81 -33.66 -13.15 -0.17
N 1.76 -20.62 -15.43 -0.27
H 3.23 -29.55 -18.61 -0.44
H 5.93 -22.30 -12.47 0.37
H -3.30 -25.94 -9.84 0.48
H 3.87 -24.21 -20.01 0.49
C -2.28 -26.05 -9.50 -0.94
H 4.81 -27.16 -10.14 0.43
H -0.81 -19.93 -17.02 0.17
C -6.73 -21.61 -17.21 1.83
H 4.53 -19.11 -16.70 0.51
H -0.40 -23.46 -18.91 0.11
N 6.18 -24.89 -19.09 0.40
H 0.70 -21.36 -13.28 0.53
H 6.05 -27.29 -16.82 -0.93
C 3.90 -25.28 -20.00 -1.86
H -0.49 -21.61 -16.89 0.09
H -1.03 -27.25 -19.15 -0.60
H -8.43 -20.44 -17.46 0.45
C -0.72 -20.76 -16.29 -1.17
H -0.55 -24.63 -20.13 0.55
C 4.89 -25.62 -18.80 1.65
C 7.28 -24.57 -16.91 -1.63
C -4.76 -20.34 -20.20 -1.97
C 5.20 -29.99 -12.25 2.46
H 0.04 -17.96 -16.57 0.25
H -2.76 -21.80 -19.06 0.49
H -1.36 -26.19 -11.53 -0.04
H 2.14 -32.88 -13.85 -0.13
H 8.26 -26.99 -17.39 0.47
H 1.65 -28.26 -7.95 0.33
H 3.14 -29.30 -11.70 -0.07
C 4.25 -25.09 -17.48 1.01
H -1.29 -27.12 -15.01 0.34
C -3.73 -22.12 -18.67 -1.41
H 4.16 -27.54 -18.47 -0.98
H -2.23 -27.07 -22.82 0.34
H 4.30 -20.82 -16.82 0.29
H -5.06 -18.97 -17.99 0.50
H -2.89 -29.44 -18.72 0.28
H 0.56 -16.93 -15.12 0.42
H -1.93 -25.06 -9.31 0.31
H 2.95 -34.27 -20.00 0.38
C 2.14 -18.24 -15.77 -1.38
H 3.12 -25.15 -17.51 -0.47
H 0.65 -28.44 -21.40 0.12
H -0.57 -24.57 -7.91 0.35
C 7.54 -26.73 -18.19 -1.72
O 6.48 -29.25 -10.50 -0.47
C 4.52 -28.10 -13.92 1.57
H 6.52 -28.50 -17.90 0.61
C 2.09 -19.78 -17.88 -1.40
H 5.16 -29.86 -17.16 -0.75
H 4.37 -25.65 -20.92 0.50
H -4.06 -21.07 -15.99 -0.18
C -0.72 -26.75 -7.73 1.48
H -3.77 -19.94 -20.44 0.36
H 4.48 -23.23 -12.18 0.22
H -1.02 -18.87 -14.41 0.31
O -1.01 -29.63 -20.08 0.35
H 3.25 -33.52 -16.30 0.11
H 3.91 -30.92 -16.54 -0.69
C -3.56 -28.88 -19.38 -1.04
C 0.03 -27.92 -22.13 -1.42
C -0.08 -24.48 -19.16 -1.69
H 4.92 -34.09 -15.85 0.39
C 3.87 -30.03 -11.43 -1.25
H -1.08 -27.95 -16.79 0.26
H 8.62 -25.19 -20.04 0.44
H -6.69 -19.63 -16.36 0.28
H -4.44 -30.84 -20.50 0.66
H 4.18 -30.27 -14.22 0.39
C 0.04 -19.05 -14.62 -1.56
H 3.60 -27.90 -13.35 -0.99
N 3.68 -32.92 -18.91 0.12
H -5.53 -19.58 -20.07 0.53
C -2.15 -28.09 -23.22 -1.23
H -3.52 -31.22 -21.97 0.32
H -6.37 -23.78 -17.47 0.29
C 2.21 -31.59 -20.23 -1.88
C -4.76 -20.98 -18.79 2.11
H 6.88 -23.58 -16.99 0.25
C -2.15 -26.80 -8.14 -1.19
C 1.66 -31.74 -17.82 -1.03
C 4.57 -30.75 -17.38 1.87
H -1.30 -27.44 -5.80 0.48
H 6.99 -25.70 -11.62 0.34
C -0.23 -26.96 -18.47 0.31
H -1.68 -27.82 -24.25 0.35
C 4.90 -29.61 -13.76 -1.96
H -2.32 -24.26 -17.51 -0.37
N -6.18 -21.23 -18.56 0.03
H -4.67 -28.98 -19.15 0.49
H 5.42 -26.17 -13.68 -0.49
H -1.07 -21.31 -13.67 0.46
H 4.54 -21.56 -14.46 -0.01
C 0.07 -26.82 -10.19 1.78
H 0.03 -33.09 -13.47 0.30
H 2.55 -17.54 -16.48 0.42
C -0.09 -27.88 -17.30 1.11
H -1.35 -30.52 -20.26 0.05
C 0.90 -27.34 -16.33 -0.37
H 1.02 -24.38 -19.17 0.02
H 8.25 -24.58 -16.43 0.54
C 5.74 -34.20 -18.48 -2.15
H 6.52 -34.41 -17.78 0.41
H 7.87 -27.13 -19.15 0.45
H 5.47 -23.62 -13.63 0.08
C 4.71 -33.27 -17.90 1.82
H -4.46 -19.47 -15.61 0.60
H 3.70 -27.21 -11.51 -0.23
H 2.55 -18.20 -14.78 0.39
C -0.53 -27.71 -6.54 -2.02
H 2.25 -20.79 -18.30 0.13
H -2.37 -25.98 -17.02 0.46
H 1.98 -34.61 -13.62 0.34
C 5.80 -31.35 -12.17 -2.19
C 5.09 -27.09 -18.80 -0.12
H 7.24 -29.81 -10.59 0.38
H 1.71 -25.39 -9.99 0.32
H 2.53 -22.23 -14.99 -0.02
C -0.66 -30.17 -22.87 -1.61
C -4.43 -19.87 -17.78 -1.33
C 6.25 -27.46 -17.86 0.92
H 7.12 -26.92 -10.34 0.42
H 6.64 -25.09 -16.28 0.18
H -5.24 -22.91 -16.37 0.25
H 3.86 -35.03 -16.89 0.40
O 1.47 -27.42 -8.42 -0.52
C 4.19 -34.02 -16.68 -1.45
C 4.71 -26.92 -11.22 -1.60
H 4.27 -27.90 -14.95 0.19
O -0.18 -23.81 -16.45 0.05
C -8.19 -21.48 -17.23 -1.79
H 4.04 -29.93 -10.34 0.31
N 6.23 -28.96 -11.87 -0.11
C -0.75 -26.17 -14.76 -0.79
H -8.56 -22.18 -17.99 0.39
H -6.82 -23.35 -15.86 0.45
C 8.63 -24.67 -19.07 -2.07
H 6.21 -33.70 -19.28 0.57
H -4.05 -23.04 -19.16 0.46
O 0.50 -33.45 -12.72 -0.53
C -2.03 -25.28 -17.79 -1.47
H 4.52 -24.08 -17.18 -0.30
H -7.22 -22.10 -20.13 0.32
H -0.67 -30.18 -23.98 0.29
H 4.68 -25.85 -11.28 0.44
H 5.86 -29.68 -14.31 0.36
C -6.28 -22.96 -16.72 -1.62
H 1.88 -27.13 -16.88 -0.90
C 0.63 -17.93 -15.59 -0.42
C -3.48 -30.84 -20.93 -1.92
C -0.25 -25.36 -7.25 -1.61
C 5.48 -31.97 -17.55 -1.76
H 1.87 -27.77 -10.68 0.57
H -1.72 -20.85 -15.87 0.25
H 0.72 -26.94 -19.00 -0.40
C 3.94 -19.94 -16.35 -2.15
H 0.58 -18.97 -13.69 0.45
H 5.65 -23.19 -18.54 0.38
H 2.85 -25.62 -19.80 -0.03
H -0.75 -25.33 -6.30 0.54
H -8.47 -21.89 -16.22 0.32
H 6.25 -31.84 -18.37 0.28
C -6.16 -20.62 -16.19 -1.65
C 0.51 -25.97 -15.67 2.41
H 5.14 -31.97 -12.76 0.40
H 5.81 -31.67 -11.08 0.46
C -4.66 -20.23 -16.34 0.00
O 2.87 -34.07 -19.05 -0.55

13
Properties=species:S:1:pos:R:3:mulliken_charge:R:1 method="wB97M-V/def2-TZVPD" charge=+1 lumo_ev="-7.94 / -7.94" e_tot_ev=-19514.6990 gap_ev="5.6 / 5.6"
H -0.96 -1.76 0.47 0.29
H 0.24 -1.36 -1.53 0.46
N 0.44 0.60 1.95 -0.32
H -1.18 -0.35 -1.37 0.42
H 1.37 0.40 1.63 0.23
C -0.17 -0.53 -0.93 -0.43
C -0.63 -0.03 1.47 0.47
N 0.53 0.66 -1.07 -0.05
O -1.77 0.09 1.83 -0.54
N -0.32 -0.98 0.41 -0.29
S 1.16 1.42 -2.24 0.28
H 0.97 0.60 -3.36 0.25
H 0.32 1.23 2.73 0.25